DFT (ωB97M-V/def2-TZVPD) results for a molecular structure, C47H58CoGeN7O3P.

LUMO level (spin up / spin down) = 0.015 / 0.014 hartree
multiplicity = 4
molecular weight = 931.54 g/mol
<S²> = 3.8198
Kohn-Sham gap (spin up / spin down) = 0.176 / 0.289 hartree

```
118
Properties=species:S:1:pos:R:3:forces:R:3
Co 0.36509 0.37928 0.26907 -0.4 0.2 -0.2
O 6.85861 -0.29614 2.24967 0.1 0.0 0.0
C 6.46512 -0.50818 0.89971 0.0 0.0 0.0
C 4.98960 -0.27731 0.75362 -0.1 0.0 0.0
C 4.46244 0.07570 -0.51379 0.1 0.0 0.0
C 3.10085 0.20700 -0.63382 0.0 0.1 0.0
N 2.24640 0.07604 0.38466 0.4 0.0 0.0
C 2.73680 -0.22328 1.63968 -0.1 0.0 0.0
C 4.13277 -0.42946 1.80477 0.0 0.0 0.0
C 1.79142 -0.25465 2.69574 0.0 -0.1 0.0
C 2.11956 -0.48661 4.05825 0.0 0.0 0.0
C 1.13833 -0.54524 5.00870 0.0 0.0 0.0
C 1.46904 -0.85782 6.44220 0.0 0.0 0.0
O 1.74268 -2.24336 6.64996 0.0 0.0 0.0
C -0.20726 -0.37048 4.60880 0.0 0.0 0.0
C -0.45957 -0.10768 3.27739 0.0 0.0 0.0
N 0.47838 -0.02560 2.34069 0.1 0.2 0.1
H 7.79888 -0.48391 2.32440 -0.1 0.0 0.0
H 6.70078 -1.53531 0.59419 0.0 0.0 0.0
H 6.99982 0.16751 0.22324 0.0 0.0 0.0
H 5.09516 0.19021 -1.38375 0.0 0.0 0.0
H 2.65664 0.42593 -1.59928 0.0 0.0 0.0
H 4.52430 -0.70178 2.77370 0.0 0.0 0.0
H 3.15209 -0.62654 4.35213 0.0 0.0 0.0
H 0.64456 -0.53636 7.08756 0.0 0.0 0.0
H 2.36940 -0.32862 6.75498 0.0 0.0 0.0
H 1.13596 -2.74914 6.09871 0.0 0.0 0.0
H -1.01548 -0.42972 5.32677 0.0 0.0 0.0
H -1.47567 0.05024 2.93229 -0.1 0.1 0.0
O -1.65884 0.82361 0.10765 0.3 0.3 0.0
P -2.95279 1.41995 0.53282 -0.1 -0.1 -0.1
N -2.92048 2.12583 2.01001 0.2 0.0 0.0
C -1.80414 2.98262 2.43950 -0.1 0.0 0.0
C -2.08533 3.17790 3.92248 0.0 0.0 0.0
C -3.61072 3.27976 3.95923 0.0 0.0 0.0
C -4.07309 2.25575 2.91647 0.0 0.0 0.0
N -3.44461 2.55925 -0.55362 -0.1 0.0 0.0
C -3.38895 2.39789 -2.00981 0.0 0.1 0.0
C -3.67899 3.81152 -2.56537 0.0 0.0 0.1
C -3.82100 4.70705 -1.32511 0.0 -0.1 0.0
C -4.25824 3.72663 -0.24028 0.1 0.0 -0.1
N -4.16446 0.31012 0.66757 0.0 -0.1 0.0
C -5.11701 0.04397 -0.41786 0.0 0.0 0.0
C -5.93798 -1.10354 0.15067 0.0 0.0 0.0
C -4.85988 -1.96837 0.80540 0.0 0.0 0.0
C -3.87548 -0.94875 1.39640 0.0 0.0 0.0
H -1.82872 3.94925 1.91789 0.0 0.0 0.0
H -0.85110 2.50400 2.22822 0.1 -0.1 0.0
H -1.58655 4.05766 4.32786 0.0 0.0 0.0
H -1.74682 2.30180 4.47739 0.0 0.0 0.0
H -3.92311 4.28406 3.66270 0.0 0.0 0.0
H -4.03143 3.07398 4.94240 0.0 0.0 0.0
H -4.97066 2.58918 2.39206 0.0 0.0 0.0
H -4.30419 1.29317 3.37832 0.0 0.0 0.0
H -4.14846 1.69566 -2.36223 0.0 0.0 0.0
H -2.42154 2.00146 -2.31496 0.0 0.0 0.0
H -4.61105 3.80220 -3.13055 0.0 0.0 0.0
H -2.89242 4.15414 -3.23583 0.0 0.0 0.0
H -4.52582 5.52494 -1.46944 0.0 0.0 0.0
H -2.85214 5.12396 -1.04425 0.0 0.0 0.0
H -5.33275 3.51050 -0.32665 0.0 0.0 0.0
H -4.05792 4.08267 0.76867 0.0 0.0 0.0
H -4.61278 -0.28678 -1.33468 0.0 0.0 0.0
H -5.70655 0.93288 -0.64332 0.0 0.0 0.0
H -6.50856 -1.63106 -0.61248 0.0 0.0 0.0
H -6.62904 -0.71968 0.90455 0.0 0.0 0.0
H -4.36017 -2.56841 0.04287 0.0 0.0 0.0
H -5.25215 -2.64399 1.56351 0.0 0.0 0.0
H -2.83874 -1.25873 1.24814 0.0 0.0 0.0
H -4.04141 -0.80238 2.46683 0.0 0.0 0.0
C 2.75420 2.98280 1.66152 0.0 -0.1 0.0
C 1.73313 3.29959 0.62745 -0.1 0.0 0.1
N 0.77932 2.51946 0.15896 -0.2 -0.1 0.1
C 0.06233 3.27877 -0.74330 0.1 0.0 0.0
C 0.58932 4.52564 -0.82525 0.0 0.0 0.0
N 1.64605 4.52504 0.05697 0.0 0.0 0.0
H 2.29500 2.45838 2.49886 0.0 0.0 0.0
H 3.21574 3.90051 2.02679 0.0 0.0 0.0
H 3.53636 2.33964 1.25754 0.0 0.0 0.0
H -0.78144 2.86691 -1.26040 -0.1 0.0 0.0
H 0.32733 5.38478 -1.41610 0.0 0.0 0.0
H 2.25989 5.29630 0.25214 0.0 0.0 0.0
C 0.12025 -1.41950 -0.25574 0.0 -0.2 0.1
Ge 0.38080 -2.32761 -1.92132 -0.1 -0.2 -0.1
C 0.12855 -4.27203 -1.68088 0.0 0.0 0.0
C 0.95248 -5.24033 -2.25253 -0.1 0.0 0.0
C 0.69059 -6.59588 -2.08316 0.0 0.0 0.0
C -0.40414 -7.00610 -1.33734 0.0 0.0 0.0
C -1.23876 -6.05557 -0.76399 0.0 0.0 0.0
C -0.97148 -4.70523 -0.93730 0.0 0.0 0.0
C 2.12341 -2.10516 -2.81004 0.0 0.0 0.1
C 3.26930 -2.62488 -2.20311 0.0 0.0 -0.1
C 4.51581 -2.50021 -2.79979 -0.1 0.0 0.0
C 4.63981 -1.83780 -4.01437 0.0 0.0 0.0
C 3.51495 -1.29962 -4.62244 0.0 0.0 0.0
C 2.26718 -1.43433 -4.02303 0.0 0.0 0.0
C -0.98698 -1.89253 -3.27094 0.0 0.0 0.0
C -2.07476 -1.06928 -2.98562 0.0 0.0 0.0
C -3.09292 -0.89197 -3.91887 0.0 0.0 0.0
C -3.03498 -1.52859 -5.14937 0.0 0.0 0.0
C -1.95647 -2.35132 -5.44726 0.0 0.0 0.0
C -0.94855 -2.53288 -4.51174 0.0 0.0 0.0
H 0.13748 -2.16182 0.55124 0.0 0.0 0.0
H 1.80816 -4.93886 -2.84568 0.0 0.0 0.0
H 1.34455 -7.33169 -2.53546 0.0 0.0 0.0
H -0.60721 -8.06130 -1.20328 0.0 0.0 0.0
H -2.09771 -6.36926 -0.18285 0.0 0.0 0.0
H -1.62856 -3.96934 -0.48279 0.0 0.0 0.0
H 3.18656 -3.12594 -1.24397 0.0 0.0 0.0
H 5.39169 -2.91435 -2.31524 0.0 0.0 0.0
H 5.61103 -1.73905 -4.48324 0.0 0.0 0.0
H 3.60820 -0.77615 -5.56629 0.0 0.0 0.0
H 1.39535 -1.01038 -4.50868 0.0 0.0 0.0
H -2.12195 -0.57644 -2.01765 0.0 0.0 0.0
H -3.94194 -0.25932 -3.68814 0.0 0.0 0.0
H -3.83024 -1.39185 -5.87173 0.0 0.0 0.0
H -1.90773 -2.85794 -6.40339 0.0 0.0 0.0
H -0.12067 -3.19448 -4.74637 0.0 0.0 0.0
```
Positions in Å, forces in eV/Å.

Atom charges from the Löwdin analysis, given in e for atoms 1 to 99: atom 1 (Co): 0.387, atom 2 (O): -0.062, atom 3 (C): -0.216, atom 4 (C): -0.213, atom 5 (C): -0.050, atom 6 (C): -0.142, atom 7 (N): -0.017, atom 8 (C): -0.218, atom 9 (C): 0.030, atom 10 (C): -0.217, atom 11 (C): 0.029, atom 12 (C): -0.228, atom 13 (C): -0.223, atom 14 (O): -0.060, atom 15 (C): -0.050, atom 16 (C): -0.148, atom 17 (N): 0.048, atom 18 (H): 0.086, atom 19 (H): 0.126, atom 20 (H): 0.119, atom 21 (H): 0.104, atom 22 (H): 0.116, atom 23 (H): 0.108, atom 24 (H): 0.114, atom 25 (H): 0.110, atom 26 (H): 0.118, atom 27 (H): 0.086, atom 28 (H): 0.098, atom 29 (H): 0.088, atom 30 (O): -0.297, atom 31 (P): 0.551, atom 32 (N): -0.188, atom 33 (C): -0.189, atom 34 (C): -0.160, atom 35 (C): -0.161, atom 36 (C): -0.186, atom 37 (N): -0.189, atom 38 (C): -0.184, atom 39 (C): -0.146, atom 40 (C): -0.162, atom 41 (C): -0.193, atom 42 (N): -0.175, atom 43 (C): -0.197, atom 44 (C): -0.166, atom 45 (C): -0.157, atom 46 (C): -0.174, atom 47 (H): 0.116, atom 48 (H): 0.088, atom 49 (H): 0.113, atom 50 (H): 0.101, atom 51 (H): 0.108, atom 52 (H): 0.110, atom 53 (H): 0.104, atom 54 (H): 0.103, atom 55 (H): 0.088, atom 56 (H): 0.100, atom 57 (H): 0.106, atom 58 (H): 0.106, atom 59 (H): 0.109, atom 60 (H): 0.103, atom 61 (H): 0.119, atom 62 (H): 0.103, atom 63 (H): 0.098, atom 64 (H): 0.111, atom 65 (H): 0.112, atom 66 (H): 0.114, atom 67 (H): 0.109, atom 68 (H): 0.109, atom 69 (H): 0.103, atom 70 (H): 0.103, atom 71 (C): 0.023, atom 72 (C): -0.349, atom 73 (N): 0.063, atom 74 (C): -0.119, atom 75 (C): -0.083, atom 76 (N): 0.099, atom 77 (H): 0.085, atom 78 (H): 0.083, atom 79 (H): 0.076, atom 80 (H): 0.077, atom 81 (H): 0.107, atom 82 (H): 0.155, atom 83 (C): -0.213, atom 84 (Ge): 0.911, atom 85 (C): -0.264, atom 86 (C): -0.108, atom 87 (C): -0.096, atom 88 (C): -0.104, atom 89 (C): -0.097, atom 90 (C): -0.115, atom 91 (C): -0.290, atom 92 (C): -0.133, atom 93 (C): -0.101, atom 94 (C): -0.101, atom 95 (C): -0.091, atom 96 (C): -0.113, atom 97 (C): -0.267, atom 98 (C): -0.105, atom 99 (C): -0.104